No. 1
Molecular formula: C30H18ClIN5O5V
Method: DFT, ωB97M-V/def2-TZVPD

Spin multiplicity: 2
Kohn-Sham gap (alpha / beta) (eV): 6.720 / 6.937
Total charge: +1
E_LUMO (alpha / beta) (eV): -4.33 / -4.14

Cartesian coordinates (Å):
V  -0.420364  0.109003  -0.353570
O  4.168307  1.057085  2.526453
C  3.265519  0.608874  3.426918
C  3.573955  0.540982  4.782808
C  2.635787  0.104483  5.696802
C  1.360863  -0.268159  5.281305
C  1.046366  -0.195795  3.942445
C  1.985951  0.233118  2.993312
C  1.571821  0.246805  1.593429
O  0.276040  0.145963  1.358419
N  2.400495  0.337754  0.587049
N  1.642521  0.295108  -0.550539
C  2.187052  0.365157  -1.702601
C  1.238358  0.379873  -2.809896
C  1.589406  0.443679  -4.141542
C  0.580531  0.420698  -5.094260
C  -0.737663  0.338944  -4.682333
C  -1.016374  0.290312  -3.325358
N  -0.049096  0.319545  -2.409899
H  4.989251  1.274252  2.983909
H  4.562987  0.837464  5.113269
H  2.901212  0.056053  6.744702
H  0.627821  -0.610258  5.997456
H  0.063336  -0.483119  3.594949
H  3.263236  0.415905  -1.823298
H  2.632479  0.493913  -4.420484
H  0.824169  0.459281  -6.147205
H  -1.549078  0.308737  -5.394564
H  -2.029801  0.215918  -2.954294
Cl  -3.904566  6.091756  -0.468450
C  -3.411776  4.437465  -0.505559
C  -4.341838  3.455633  -0.691940
C  -3.965426  2.092212  -0.725087
I  -5.388479  0.611756  -1.022719
C  -2.653863  1.742474  -0.566044
O  -2.183115  0.480765  -0.567681
C  -1.690588  2.759932  -0.385265
N  -0.409903  2.314328  -0.255077
C  0.546624  3.195764  -0.060469
C  0.293948  4.576808  0.003034
C  -0.986698  5.036541  -0.142412
C  -2.036557  4.116160  -0.344529
H  -5.382035  3.722095  -0.814569
H  1.553150  2.812432  0.060007
H  1.116472  5.257337  0.167418
H  -1.205257  6.094846  -0.100234
O  -1.841762  -1.979277  1.387410
C  -1.212958  -2.513672  0.512053
N  -0.487850  -1.796203  -0.473881
C  0.165679  -2.705234  -1.327248
O  0.892483  -2.397824  -2.241780
C  -0.198069  -4.075559  -0.871517
C  0.172038  -5.305590  -1.377541
C  -0.330266  -6.431530  -0.734094
C  -1.168666  -6.316434  0.374033
C  -1.532585  -5.071711  0.876783
C  -1.028593  -3.961527  0.229591
H  0.824174  -5.384594  -2.236722
H  -0.066796  -7.415523  -1.098248
H  -1.541334  -7.213251  0.850562
H  -2.180705  -4.971947  1.736791

Forces on the atoms, in the same order (eV/Å):
V 0.2 0.1 0.3
O 0.0 0.0 0.0
C 0.0 0.0 0.0
C 0.0 0.0 0.0
C 0.0 0.0 0.0
C 0.0 0.0 0.0
C 0.0 0.0 0.0
C -0.1 0.0 0.0
C 0.0 -0.1 0.0
O 0.0 0.1 0.0
N 0.0 0.0 -0.1
N 0.1 0.0 0.0
C -0.1 0.0 0.0
C 0.0 0.0 0.1
C 0.0 0.0 0.0
C 0.0 0.0 0.0
C 0.0 0.0 0.0
C 0.0 0.0 0.0
N -0.1 0.0 0.0
H 0.0 0.0 0.0
H 0.0 0.0 0.0
H 0.0 0.0 0.0
H 0.0 0.0 0.0
H 0.0 0.0 0.0
H 0.0 0.0 0.0
H 0.0 0.0 0.0
H 0.0 0.0 0.0
H 0.0 0.0 0.0
H 0.0 0.0 0.0
Cl 0.0 0.0 0.0
C 0.0 0.0 0.0
C 0.0 0.0 0.0
C -0.1 -0.2 -0.1
I 0.0 0.1 0.0
C 0.0 0.0 0.0
O 0.0 0.1 -0.1
C 0.1 0.0 0.0
N -0.1 0.0 0.0
C 0.0 0.1 0.0
C 0.0 -0.1 0.0
C 0.0 0.0 0.0
C 0.0 0.1 0.0
H 0.0 0.0 0.0
H 0.0 0.0 0.0
H 0.0 0.0 0.0
H 0.0 0.0 0.0
O 0.0 0.0 0.0
C 0.0 0.1 -0.1
N 0.0 -0.2 -0.1
C 0.0 0.0 0.1
O 0.0 0.0 0.0
C 0.0 0.0 0.0
C 0.0 0.0 0.0
C 0.0 0.0 0.0
C 0.0 0.0 0.0
C 0.0 0.0 0.0
C 0.0 0.0 0.0
H 0.0 0.0 0.0
H 0.0 0.0 0.0
H 0.0 0.0 0.0
H 0.0 0.0 0.0


No. 2
Molecular formula: C30H18CrF12N2O4
Method: DFT, ωB97M-V/def2-TZVPD

Spin multiplicity: 2
Kohn-Sham gap (alpha / beta) (eV): 6.369 / 6.322
Total charge: -1
E_LUMO (alpha / beta) (eV): 2.11 / 2.09

Cartesian coordinates (Å):
Cr  -0.281751  0.380032  -0.694703
C  -2.010948  -0.214586  6.111622
C  -1.657478  -0.418667  4.664545
C  -1.493962  -1.689641  4.120134
C  -1.179462  -1.863196  2.792957
C  -1.015627  -0.779317  1.895284
N  -0.772719  -0.977675  0.566062
C  -0.714750  -2.257917  0.012972
C  -1.814456  -3.119695  0.108225
C  -1.796658  -4.386134  -0.438563
C  -0.676444  -4.843530  -1.121406
C  -0.627406  -6.219781  -1.726538
C  0.398347  -3.978311  -1.259165
C  0.402313  -2.689914  -0.731233
C  1.611104  -1.762065  -0.933498
O  1.347087  -0.417094  -1.003545
C  2.327749  -2.042316  -2.289127
F  3.263902  -1.119172  -2.541549
F  2.962106  -3.234074  -2.387370
F  1.433657  -1.990350  -3.286413
C  2.598446  -1.990043  0.238647
F  2.001380  -1.732405  1.405996
F  3.055004  -3.258326  0.302259
F  3.675895  -1.196271  0.156573
C  -1.068904  0.517071  2.479934
C  -1.421102  0.651695  3.821791
C  -0.697413  1.770758  1.679521
O  0.198573  1.552828  0.666240
C  -0.034361  2.866189  2.562334
F  -0.915607  3.527221  3.352566
F  0.904693  2.350585  3.361682
F  0.559015  3.803582  1.815007
C  -1.969730  2.372811  1.025453
F  -2.332885  1.546275  0.009972
F  -1.771197  3.577835  0.472378
F  -3.024299  2.478757  1.840808
H  -2.758859  -0.938129  6.442883
H  -2.417753  0.783284  6.280075
H  -1.138841  -0.327024  6.762164
H  -1.614480  -2.566778  4.748249
H  -1.050210  -2.868772  2.420410
H  -2.692770  -2.760706  0.628805
H  -2.668407  -5.023846  -0.340565
H  -1.505919  -6.800963  -1.444600
H  0.257333  -6.768919  -1.398248
H  -0.595409  -6.172550  -2.817353
H  1.262771  -4.336277  -1.798966
H  -1.509797  1.643727  4.242753
O  -2.600287  0.826207  -3.907925
C  -1.723049  0.876285  -3.068566
O  -1.548768  0.051899  -2.087900
C  -0.717854  2.016070  -3.085035
C  -0.792916  3.042225  -4.048336
C  0.143433  4.031675  -4.007575
C  1.170884  3.985507  -3.034574
C  2.192038  4.960131  -2.955962
C  3.178585  4.847372  -2.018215
C  3.193073  3.754669  -1.126722
C  2.217465  2.798842  -1.168457
C  1.178902  2.907406  -2.120171
N  0.205535  1.956961  -2.157147
H  -1.594928  3.000856  -4.770540
H  0.127446  4.854712  -4.712559
H  2.174954  5.788381  -3.654567
H  3.960460  5.593924  -1.958369
H  3.989651  3.673443  -0.398613
H  2.215603  1.955228  -0.494226

Forces on the atoms, in the same order (eV/Å):
Cr 0.2 -0.1 -0.4
C 0.0 0.0 0.1
C 0.0 0.0 0.0
C 0.0 0.1 0.0
C 0.0 0.0 -0.1
C -0.1 0.0 0.3
N 0.0 0.1 0.0
C 0.0 -0.2 -0.1
C 0.1 0.1 0.0
C 0.0 0.0 0.0
C 0.0 0.0 0.0
C 0.0 -0.1 0.0
C 0.0 0.0 0.0
C -0.1 0.0 0.0
C 0.1 0.0 0.2
O 0.2 -0.1 -0.3
C 0.1 0.0 -0.1
F 0.0 0.0 0.0
F 0.0 0.0 0.1
F 0.0 0.0 0.0
C 0.0 0.0 0.1
F 0.0 0.0 0.0
F 0.0 -0.1 0.0
F 0.0 0.0 0.0
C 0.0 -0.1 0.0
C 0.0 0.0 0.0
C 0.0 0.0 -0.1
O -0.1 0.2 0.1
C 0.0 0.1 0.0
F 0.0 0.0 0.0
F 0.0 0.0 0.0
F 0.0 0.0 0.0
C -0.1 0.0 0.0
F -0.1 0.0 0.1
F 0.0 0.0 0.0
F 0.0 0.0 0.0
H 0.0 0.0 0.0
H 0.0 0.0 0.0
H 0.0 0.0 0.0
H 0.0 0.0 0.0
H 0.0 0.0 0.0
H 0.0 0.0 0.0
H 0.0 0.0 0.0
H 0.0 0.0 0.0
H 0.0 0.0 0.0
H 0.0 0.0 0.0
H 0.0 0.0 0.0
H 0.0 0.0 0.0
O 0.1 0.0 0.0
C -0.2 0.2 0.0
O 0.0 0.0 0.1
C 0.1 0.0 -0.1
C 0.1 0.0 0.1
C 0.0 -0.1 0.0
C 0.0 -0.1 0.0
C 0.0 0.0 0.0
C 0.0 0.1 -0.1
C 0.0 -0.1 0.1
C 0.1 0.1 0.0
C 0.1 0.1 0.0
N -0.2 -0.2 0.0
H 0.0 0.0 0.0
H 0.0 0.0 0.0
H 0.0 0.0 0.0
H 0.0 0.0 0.0
H 0.0 0.0 0.0
H 0.0 0.0 0.0


No. 3
Molecular formula: C30H18F5I2N4NaSeTe
Method: DFT, ωB97M-V/def2-TZVPD

Kohn-Sham gap (eV): 4.260
Total charge: -2
Relative energy (zero: lowest compared OMol25 entry of this formula, charge and spin) (kcal/mol): 21.74
E_LUMO (eV): 3.16

Cartesian coordinates (Å):
Na  0.897790  0.655300  1.199699
C  -1.897539  -2.817864  4.259109
C  -2.840913  -2.212286  3.436221
C  -2.488258  -1.709238  2.196347
C  -1.162038  -1.795022  1.760637
C  -0.205519  -2.388858  2.595524
C  -0.579575  -2.900216  3.826204
N  -0.749119  -1.346723  0.506740
N  -1.526390  -0.430685  -0.095257
C  -1.227394  -0.337397  -1.390222
C  -1.899043  0.663416  -2.167717
C  -1.594728  0.838256  -3.477705
C  -0.596480  0.028247  -4.096333
C  0.057631  -0.932112  -3.382783
C  -0.249319  -1.165123  -2.016327
H  -2.183216  -3.200840  5.230620
H  -3.868081  -2.125571  3.772182
H  -3.213223  -1.230887  1.552620
H  0.833654  -2.408331  2.285498
H  0.174335  -3.344745  4.465102
H  -2.637464  1.273257  -1.658986
H  -2.097846  1.603940  -4.056847
H  -0.345924  0.180677  -5.139191
H  0.821141  -1.526926  -3.865695
I  3.294823  -1.267851  0.017045
I  6.882670  -0.076528  0.163490
F  -2.369529  1.394543  4.051341
C  -1.052787  1.638226  4.358360
C  -0.055424  1.389410  3.454689
C  1.189887  1.717246  3.924796
F  2.265010  1.541526  3.071961
C  1.486305  2.221856  5.175374
F  2.737589  2.513326  5.573902
C  0.431018  2.439536  6.046950
F  0.656239  2.931783  7.280331
C  -0.855938  2.148184  5.634234
F  -1.880390  2.373431  6.485894
Se  -1.988122  2.612308  1.149565
N  -0.399969  2.645919  0.371285
C  -0.457955  3.524155  -0.616843
C  0.622215  3.809431  -1.507297
C  0.430976  4.722631  -2.490553
C  -0.820958  5.401992  -2.647891
C  -1.870033  5.158278  -1.822711
C  -1.718916  4.198838  -0.776732
N  -2.669315  3.854310  0.082025
H  1.562056  3.286084  -1.389702
H  1.236503  4.943106  -3.179337
H  -0.926224  6.122446  -3.449839
H  -2.817368  5.666686  -1.945517
Te  0.702092  -2.499322  -0.817175
C  1.669977  -3.480148  -2.561118
C  2.889196  -3.138200  -3.139108
C  3.395928  -3.871673  -4.207607
C  2.693911  -4.957122  -4.713746
C  1.479596  -5.312769  -4.141569
C  0.980698  -4.577541  -3.073128
H  3.462784  -2.301840  -2.756593
H  4.349497  -3.588700  -4.637919
H  3.089929  -5.528450  -5.545247
H  0.923717  -6.160736  -4.525844
H  0.027831  -4.864643  -2.635205

Forces on the atoms, in the same order (eV/Å):
Na 0.0 -0.1 0.1
C 0.0 0.0 0.0
C 0.0 0.0 0.0
C 0.0 0.0 0.1
C 0.3 0.1 -0.1
C -0.1 0.0 0.0
C 0.0 0.0 0.0
N -0.6 -0.2 -0.1
N 0.2 0.0 0.2
C -0.1 0.2 0.2
C 0.1 -0.1 0.0
C 0.1 -0.1 0.0
C 0.0 0.1 0.0
C 0.0 -0.1 0.2
C 0.0 0.0 -0.2
H 0.0 0.0 0.0
H 0.0 0.0 0.0
H 0.0 0.0 0.0
H 0.0 0.0 0.0
H 0.0 0.0 0.0
H 0.0 0.0 0.0
H 0.0 0.0 0.0
H 0.0 0.0 0.0
H 0.0 0.0 0.0
I 0.0 0.2 0.1
I 0.2 0.1 0.0
F 0.1 0.0 -0.1
C -0.2 -0.1 0.3
C -0.1 0.1 0.0
C 0.1 -0.1 -0.3
F 0.0 0.0 0.1
C -0.1 0.0 0.1
F 0.0 0.0 0.0
C 0.0 0.0 -0.1
F 0.0 0.0 0.0
C 0.1 0.0 0.0
F 0.0 0.0 0.0
Se 0.1 0.2 0.0
N 0.0 -0.1 0.0
C 0.0 -0.1 0.0
C 0.0 0.0 -0.1
C 0.0 0.0 0.0
C 0.0 0.0 0.0
C 0.0 0.1 -0.1
C -0.1 0.0 0.0
N 0.1 -0.1 0.0
H 0.0 0.0 0.0
H 0.0 0.0 0.0
H 0.0 0.0 0.0
H 0.0 0.0 0.0
Te -0.1 -0.3 -0.2
C 0.0 0.1 0.1
C 0.1 -0.1 -0.1
C 0.0 0.0 0.0
C 0.0 0.0 0.0
C 0.0 0.0 0.0
C 0.0 0.0 0.0
H 0.0 0.0 0.0
H 0.0 0.0 0.0
H 0.0 0.0 0.0
H 0.0 0.0 0.0
H 0.0 0.0 0.0


no.,E_tot (Ha)
1,-3505.85837
2,-3807.63101
3,-5299.52953